[1]
{
  "formula": "C23H70O12",
  "method": "the ωB97M-V functional and the def2-TZVPD basis",
  "orbital_gap_ev": 10.16,
  "lumo_ev": 0.45,
  "smiles": "CCO.CCO.CCO.CCO.CCO.CCO.CCO.CCO.CCO.CCO.CCO.CO",
  "energy_ev": -49554.1807,
  "largest_force_ha_per_bohr": 0.045,
  "de_lowest_kcal_mol": 1.6,
  "species": ["C", "C", "O", "H", "H", "H", "H", "H", "H", "C", "C", "O", "H", "H", "H", "H", "H", "H", "C", "C", "O", "H", "H", "H", "H", "H", "H", "C", "C", "O", "H", "H", "H", "H", "H", "H", "C", "C", "O", "H", "H", "H", "H", "H", "H", "C", "C", "O", "H", "H", "H", "H", "H", "H", "C", "C", "O", "H", "H", "H", "H", "H", "H", "C", "C", "O", "H", "H", "H", "H", "H", "H", "C", "C", "O", "H", "H", "H", "H", "H", "H", "C", "C", "O", "H", "H", "H", "H", "H", "H", "C", "C", "O", "H", "H", "H", "H", "H", "H", "C", "O", "H", "H", "H", "H"],
  "positions_angstrom": [[3.3578, 0.6480, 1.8011], [4.3490, 0.9330, 2.9552], [3.7106, 1.2291, 4.1783], [2.8085, 1.5349, 1.4966], [2.6466, -0.1367, 2.0648], [4.0032, 0.3214, 0.9828], [5.0549, 1.7134, 2.6048], [4.9841, 0.0645, 3.1359], [3.5857, 2.1857, 4.1573], [0.3574, 2.5920, 3.2197], [0.9618, 3.3133, 4.4196], [2.3010, 3.7322, 4.2596], [-0.6987, 2.4064, 3.4569], [0.8066, 1.6334, 3.0205], [0.4600, 3.2092, 2.3273], [1.0532, 2.6925, 5.3032], [0.3766, 4.2003, 4.6623], [2.2759, 4.3919, 3.5674], [4.2693, 3.6513, -0.7097], [3.0592, 3.2355, -1.5049], [1.9475, 3.6349, -0.7029], [4.2784, 3.2012, 0.2697], [4.2111, 4.7286, -0.5741], [5.1795, 3.3799, -1.2553], [2.9695, 2.1546, -1.7117], [3.0386, 3.7968, -2.4502], [1.2005, 3.5598, -1.3137], [0.8971, -2.9288, -3.3484], [0.1433, -3.0754, -4.6142], [0.7777, -2.2909, -5.6299], [0.3799, -3.5663, -2.6361], [0.9195, -1.8920, -2.9878], [1.9321, -3.2356, -3.4683], [-0.8710, -2.7023, -4.5119], [0.1444, -4.1102, -4.9291], [0.3856, -2.4888, -6.4893], [-0.8580, 5.3495, -1.0926], [-1.3751, 4.3896, -2.1347], [-0.3254, 3.4733, -2.4118], [-1.6374, 6.0636, -0.8146], [-0.0037, 5.9419, -1.3945], [-0.5923, 4.7935, -0.1804], [-1.7048, 4.8951, -3.0549], [-2.2343, 3.8220, -1.7690], [-0.6700, 2.6849, -2.8394], [-4.7766, -1.7994, -1.7530], [-3.9641, -0.7878, -2.5148], [-2.6547, -1.0902, -2.8524], [-4.3662, -2.0656, -0.7849], [-4.9859, -2.7380, -2.2613], [-5.7303, -1.2532, -1.6606], [-4.0637, 0.1228, -1.9104], [-4.4875, -0.5659, -3.4524], [-2.3461, -1.6125, -2.0871], [-2.7784, -4.5363, -0.9905], [-1.5677, -3.8154, -0.2930], [-1.7718, -2.4450, -0.5299], [-2.7157, -4.2198, -2.0402], [-3.6770, -4.1928, -0.5020], [-2.6989, -5.6133, -0.8816], [-0.6196, -4.1683, -0.7110], [-1.5136, -4.0527, 0.7703], [-1.0359, -1.8605, -0.2456], [2.5456, -3.6583, 0.3941], [3.5146, -3.0369, -0.6193], [3.0828, -1.6953, -0.9073], [1.5566, -3.7148, -0.0727], [2.5446, -3.0697, 1.3019], [2.8622, -4.6779, 0.6182], [3.4976, -3.6117, -1.5514], [4.5460, -2.9800, -0.2761], [3.4882, -1.4290, -1.7366], [0.6383, -0.8066, 4.7894], [-0.4277, -1.1185, 3.7533], [0.1103, -1.9175, 2.6887], [0.3102, -0.2318, 5.6517], [1.4060, -0.1640, 4.3572], [1.0808, -1.7295, 5.1528], [-0.8969, -0.1844, 3.4312], [-1.2283, -1.7334, 4.1682], [0.3917, -1.3775, 1.9498], [-3.7873, -0.9074, 2.0089], [-4.7999, -0.7796, 3.1510], [-4.2745, -0.8515, 4.4580], [-4.3192, -0.7924, 1.0538], [-3.3780, -1.9121, 1.9348], [-3.0412, -0.1275, 2.0707], [-5.5222, -1.5833, 2.9758], [-5.3280, 0.1635, 3.0398], [-3.8485, -1.7189, 4.4778], [-0.9519, 0.8739, 0.2045], [0.3968, 0.4685, -0.3048], [0.5041, -0.9093, -0.0079], [-0.9471, 0.7003, 1.2778], [-1.7612, 0.3590, -0.3178], [-1.1290, 1.9463, 0.0746], [1.1269, 1.0624, 0.2342], [0.5246, 0.6939, -1.3634], [1.3735, -1.1754, -0.3275], [-0.0568, 0.9507, -4.5340], [-1.2559, 1.2637, -3.9062], [0.4161, 1.8304, -5.0013], [0.6947, 0.4730, -3.8974], [-0.1499, 0.2798, -5.3832], [-1.6109, 0.3926, -3.6647]],
  "forces_ev_per_a": [[1.0, 0.0, 0.6], [-0.2, -0.4, -0.7], [0.4, 0.5, -0.2], [0.0, 0.2, 0.0], [0.1, -0.1, 0.0], [-0.4, -0.1, -0.3], [-0.4, 0.0, 0.4], [-0.1, -0.2, -0.1], [-0.5, 0.1, 0.4], [-0.2, 0.3, 0.6], [0.0, -0.3, 0.3], [0.6, 0.2, -0.6], [0.1, 0.2, -0.3], [0.4, -0.3, 0.0], [-0.2, 0.0, -0.1], [-0.6, -0.3, 0.1], [-0.3, -0.1, 0.1], [0.4, 0.3, -0.3], [0.4, -0.2, -0.7], [-0.4, 0.4, 0.6], [-0.1, -0.2, -0.5], [0.0, -0.3, 0.3], [0.2, 0.1, 0.0], [0.0, 0.2, 0.2], [0.4, 0.2, 0.0], [0.0, -0.3, 0.0], [-0.6, 0.1, 0.2], [0.2, 0.4, 0.5], [0.0, 0.7, -1.2], [0.3, 0.1, -0.2], [0.2, 0.0, 0.5], [-0.2, -0.2, 0.0], [0.1, -0.3, 0.0], [-0.4, -0.2, 0.2], [-0.2, -0.4, 0.0], [0.0, 0.0, 0.3], [-0.7, 0.1, 0.7], [0.1, -0.2, -0.2], [0.5, 0.3, 0.1], [-0.1, -0.1, 0.0], [0.3, -0.1, -0.3], [0.0, 0.2, -0.3], [0.2, 0.0, 0.2], [-0.1, 0.1, 0.2], [-0.4, -0.4, -0.3], [-0.7, -0.1, -0.2], [-1.5, 0.9, -0.5], [0.9, -0.6, 0.4], [0.0, 0.3, 0.2], [0.1, 0.0, -0.3], [0.1, -0.5, 0.4], [0.5, 0.3, -0.1], [0.0, 0.0, 0.1], [0.6, -0.1, -0.1], [1.8, 0.8, 0.6], [-0.7, -0.9, -0.4], [-0.1, 0.9, -0.1], [-0.4, -0.3, 0.2], [-0.4, 0.1, -0.1], [0.0, -0.1, -0.1], [0.0, 0.1, -0.2], [-0.2, 0.2, 0.2], [0.1, -0.6, 0.1], [0.7, 0.1, -0.9], [-0.4, -0.1, -0.1], [-0.2, -0.1, 0.0], [0.0, 0.1, 0.3], [-0.3, 0.1, 0.2], [0.0, 0.1, 0.1], [0.0, -0.1, 0.1], [0.1, -0.2, 0.3], [0.0, 0.1, 0.0], [0.2, 0.2, -0.1], [0.1, -0.3, 0.2], [-0.3, 0.1, 0.5], [-0.6, -0.1, 0.1], [0.3, -0.3, -0.2], [0.2, -0.1, 0.0], [0.0, -0.1, -0.4], [0.0, 0.1, 0.2], [0.0, 0.3, -0.4], [-0.7, 0.1, 0.0], [-0.3, -0.2, -1.1], [0.3, -0.4, -0.3], [0.0, 0.2, 0.2], [0.5, 0.0, 0.3], [0.4, -0.1, 0.0], [-0.3, 0.0, 0.3], [0.0, 0.1, 0.3], [0.1, 0.2, 0.4], [-0.3, 0.9, -0.2], [-0.6, 0.8, 0.2], [0.3, -0.1, -0.1], [-0.4, -0.3, 0.1], [0.0, -0.2, 0.3], [0.1, 0.0, -0.1], [0.4, -0.1, 0.1], [-0.1, -0.2, -0.2], [0.5, -0.6, -0.1], [1.8, 0.2, -1.5], [-0.3, -0.3, 0.3], [-0.3, 0.1, 0.6], [-0.1, 0.1, 0.4], [-0.5, -0.4, -0.1], [-0.6, 0.2, 0.5]]
}

[2]
{
  "formula": "C4H5NO2",
  "method": "the ωB97M-V functional and the def2-TZVPD basis",
  "orbital_gap_ev": [7.59, 7.59],
  "lumo_ev": [-0.70, -0.70],
  "energy_ev": -9811.2617,
  "largest_force_ha_per_bohr": 0.021,
  "de_lowest_kcal_mol": 70.4,
  "species": ["C", "C", "C", "O", "C", "O", "N", "H", "H", "H", "H", "H"],
  "positions_angstrom": [[0.0548, 1.1931, -1.1931], [-0.2144, 0.0222, -0.2914], [0.3343, -1.2797, -0.5143], [0.3086, -2.0985, 0.4180], [0.1095, -0.8388, 2.1018], [-0.4110, -1.2616, 3.0490], [-0.6877, 0.1246, 0.9381], [-0.8688, 1.5730, -1.6442], [0.5192, 2.0173, -0.6381], [0.7310, 0.9148, -2.0074], [0.9395, -1.4683, -1.4132], [-0.8085, 1.0853, 1.2682]],
  "forces_ev_per_a": [[0.0, 0.0, -0.1], [-0.1, 0.0, 0.2], [0.1, -0.2, 0.1], [0.0, 0.2, -0.3], [-0.4, -0.4, 0.9], [0.4, 0.4, -0.9], [0.1, 0.1, -0.3], [0.1, -0.1, 0.1], [-0.1, -0.1, -0.1], [-0.1, 0.0, 0.1], [-0.1, 0.1, 0.1], [0.0, -0.1, 0.0]]
}

[3]
{
  "formula": "C9H11NO",
  "method": "the ωB97M-V functional and the def2-TZVPD basis",
  "orbital_gap_ev": 8.45,
  "lumo_ev": -0.07,
  "smiles": "C#COC(C)(C)C(C)=C=C=N",
  "energy_ev": -13042.5959,
  "largest_force_ha_per_bohr": 0.123,
  "de_lowest_kcal_mol": 149.4,
  "species": ["C", "C", "O", "C", "C", "C", "C", "C", "C", "C", "N", "H", "H", "H", "H", "H", "H", "H", "H", "H", "H", "H"],
  "positions_angstrom": [[-0.6363, -3.2425, 1.0886], [-0.3443, -2.3693, 0.2888], [-0.2590, -1.4953, -0.7087], [-0.5719, -0.0928, -0.4232], [-0.5190, 0.5667, -1.8692], [-2.0049, -0.0620, 0.0792], [0.4440, 0.4783, 0.4441], [0.0464, 1.4392, 1.5443], [1.6850, 0.4090, 0.0595], [2.9237, 0.4863, -0.2076], [4.1315, 0.5870, -0.4379], [-0.7743, -3.7450, 2.0013], [-0.4164, 1.6194, -1.8376], [-1.5027, 0.3428, -2.2166], [0.2099, 0.1260, -2.4342], [-2.2118, -0.7089, 0.8703], [-2.5415, -0.4147, -0.8010], [-2.3135, 0.8390, 0.2062], [-0.2770, 0.9160, 2.3300], [-0.7310, 2.2089, 1.3641], [0.9722, 1.8479, 1.8902], [4.6909, 0.2640, -1.2305]],
  "forces_ev_per_a": [[0.7, 2.0, -1.1], [-1.0, -0.1, -0.1], [0.5, -1.3, 0.6], [-1.2, -0.7, -1.5], [-2.1, -0.5, 3.0], [2.1, -4.5, -3.1], [0.1, 2.0, 0.4], [1.1, 1.3, -2.2], [1.0, -0.2, 0.2], [1.6, -0.5, -1.0], [-0.2, 0.7, 0.6], [0.0, -0.6, 0.3], [0.3, 1.1, 0.2], [-0.5, -0.1, -1.0], [1.9, -1.1, -1.4], [-0.1, -0.9, 1.5], [-0.5, -0.3, 0.3], [-1.9, 5.9, 1.3], [-1.7, -2.3, 3.2], [0.6, -0.4, -0.5], [0.4, 0.9, 0.1], [-1.0, -0.3, 0.3]]
}

[4]
{
  "formula": "C2H10O2S2",
  "method": "the ωB97M-V functional and the def2-TZVPD basis",
  "orbital_gap_ev": 9.37,
  "lumo_ev": 0.32,
  "smiles": "CCSS.O.O",
  "energy_ev": -28000.7244,
  "largest_force_ha_per_bohr": 0.094,
  "de_lowest_kcal_mol": 32.2,
  "species": ["C", "C", "S", "S", "H", "H", "H", "H", "H", "H", "O", "H", "H", "O", "H", "H"],
  "positions_angstrom": [[-0.6549, -1.3892, -0.3501], [0.3033, -0.7429, -1.3557], [-0.5539, 0.7537, -1.8942], [0.7043, 1.3629, -3.3090], [-0.1281, -1.6676, 0.4760], [-1.5364, -0.8440, -0.1156], [-1.1923, -2.3509, -0.6175], [1.2773, -0.6262, -0.9906], [0.2895, -1.5371, -2.2257], [1.3776, 2.3453, -2.6081], [0.8278, -1.5687, 3.4121], [0.9496, -0.6759, 3.0267], [1.6365, -1.9191, 3.7568], [-0.8916, 3.3364, 0.9140], [-1.7587, 2.9905, 0.5125], [-0.6501, 2.5328, 1.3686]],
  "forces_ev_per_a": [[-1.4, -1.5, -1.6], [-3.1, -2.9, -2.4], [0.0, -0.5, 0.6], [1.0, 1.4, -0.6], [1.2, -0.4, 2.8], [-0.4, 1.3, 0.6], [1.1, 0.8, -0.6], [1.3, 0.5, 0.5], [0.6, 2.0, 1.2], [-0.4, -0.7, -0.4], [-1.2, 0.8, -0.7], [0.4, -1.0, 0.6], [0.8, 0.2, 0.1], [-2.4, -0.9, -1.0], [1.8, 1.2, 0.6], [0.6, -0.3, 0.4]]
}